Below is a cluster of 2 separate species, C6H12O in total in a non-equilibrium geometry, with properties calculated with ωB97M-V/def2-TZVPD.

```
19
Properties=species:S:1:pos:R:3:forces:R:3
C -2.427 -1.750 -1.338 0.1 0.6 -0.7
C -0.961 -1.372 -1.102 0.5 -1.4 0.4
C 0.141 0.814 2.619 -0.5 -0.3 0.0
C 0.744 -0.330 2.175 -0.1 -0.1 0.6
C 0.527 -0.955 0.879 0.2 1.9 -2.0
C -0.713 -1.049 0.359 0.7 0.3 -0.4
H -3.028 -0.855 -1.576 0.1 -0.2 0.7
H -2.584 -2.360 -2.221 0.3 -0.4 -0.1
H -2.807 -2.292 -0.474 -0.2 0.1 0.0
H -0.281 -2.221 -1.319 -0.5 0.0 0.0
H -0.566 -0.627 -1.790 -0.4 0.5 0.2
H -0.504 0.797 3.503 1.6 0.3 1.0
H 0.145 1.792 2.142 -0.9 -0.6 -1.1
H 1.360 -0.891 2.871 -0.8 -0.6 0.6
H 1.311 -1.080 0.112 0.1 -0.4 0.7
H -1.596 -0.950 0.968 -0.1 0.3 0.3
H 4.312 4.106 -1.538 0.3 -0.3 0.1
H 3.242 5.018 -2.016 -0.3 0.3 -0.1
O 3.684 4.204 -2.253 0.0 -0.1 0.0
```
Positions in Å, forces in eV/Å.

Summary:
Kohn-Sham gap in eV: 8.805

---

Below is the molecule C6H12O, with properties calculated with ωB97M-V/def2-TZVPD.

```
19
Properties=species:S:1:pos:R:3:forces:R:3
C 2.642 0.145 1.224 0.0 0.0 0.0
C 1.690 -0.612 0.301 0.0 0.0 0.0
C 0.254 -0.094 0.364 0.0 0.0 0.0
C -0.698 -0.886 -0.532 0.1 -0.1 0.0
C -2.110 -0.275 -0.584 0.0 0.0 -0.1
C -2.068 0.907 -1.517 -0.1 0.0 0.5
O -2.378 1.981 -0.814 0.1 0.0 -0.4
H 2.672 1.212 0.970 0.0 -0.2 0.0
H 2.326 0.063 2.271 0.0 0.0 -0.2
H 3.663 -0.244 1.152 -0.1 0.1 0.0
H 1.698 -1.680 0.559 0.0 0.1 0.0
H 2.049 -0.545 -0.735 -0.1 0.0 0.1
H 0.237 0.969 0.080 0.0 -0.2 0.0
H -0.108 -0.134 1.402 0.1 0.0 -0.1
H -0.753 -1.924 -0.182 0.0 0.2 0.0
H -2.471 -0.026 0.426 0.0 0.0 -0.2
H -2.796 -1.003 -1.038 0.1 0.1 0.0
H -0.301 -0.914 -1.555 0.0 0.0 0.1
H -2.329 2.741 -1.414 0.0 -0.1 0.1
```
Positions in Å, forces in eV/Å.

Summary:
Kohn-Sham gap in eV: 9.487

---

Below is the molecule C6H12O in a non-equilibrium geometry, with properties calculated with ωB97M-V/def2-TZVPD.

```
19
Properties=species:S:1:pos:R:3:forces:R:3
C -0.789 -1.857 -0.510 -0.1 -0.3 -0.2
C -0.491 -0.546 0.146 1.6 0.0 -1.1
O -1.110 -0.545 1.447 1.6 0.0 -0.1
C 1.235 -0.293 -0.055 -1.2 -0.8 0.9
C 1.288 1.080 0.531 0.0 0.0 0.4
C 0.134 1.800 -0.177 0.0 0.4 0.0
C -0.952 0.740 -0.482 -0.1 0.2 -0.3
H -0.209 -2.638 -0.005 -0.1 0.0 -0.1
H -0.477 -1.845 -1.554 -0.1 -0.1 0.0
H -1.841 -2.123 -0.427 -0.1 0.0 -0.1
H -0.872 -1.356 1.913 0.0 0.1 0.0
H 1.703 -1.104 0.485 0.4 0.0 0.7
H 1.806 -0.300 -1.031 -1.7 -0.2 0.2
H 1.044 0.973 1.584 0.0 0.3 0.3
H 2.258 1.574 0.452 -0.1 0.1 -0.1
H 0.488 2.244 -1.109 0.0 0.1 0.0
H -0.252 2.602 0.449 -0.1 0.1 -0.1
H -1.035 0.552 -1.552 0.0 0.2 -0.1
H -1.930 1.043 -0.104 0.0 -0.1 -0.1
```
Positions in Å, forces in eV/Å.

Summary:
Kohn-Sham gap in eV: 10.509

---

Below is a cluster of 2 separate species, C6H12O in total in a non-equilibrium geometry, with properties calculated with ωB97M-V/def2-TZVPD.

```
19
Properties=species:S:1:pos:R:3:forces:R:3
C 1.993 -0.836 -0.332 0.1 0.9 0.2
C 0.494 -0.702 -0.343 -0.1 -1.3 -1.1
C -0.204 -1.797 -0.686 0.2 -0.3 0.3
C -1.198 0.921 -0.990 0.2 -0.1 1.2
C -0.092 0.636 -0.254 -2.2 0.9 -1.1
C 0.406 1.807 0.542 1.0 0.2 0.6
H 2.344 0.198 -0.289 0.7 -0.4 0.3
H 2.420 -1.275 -1.235 -0.3 -0.1 0.0
H 2.314 -1.436 0.522 0.2 0.3 0.0
H -1.272 -1.977 -0.672 -0.1 0.6 -0.1
H 0.335 -2.686 -0.999 0.1 0.0 0.3
H -1.634 1.902 -0.828 0.0 0.0 -0.4
H -1.808 0.212 -1.536 0.4 -0.1 -0.2
H 0.085 2.760 0.140 -0.2 0.0 -0.4
H 1.499 1.892 0.576 -0.2 -0.2 0.2
H 0.018 1.815 1.567 0.3 -0.4 0.0
H -2.175 0.271 1.614 -0.6 0.9 -0.9
H -1.754 -1.197 1.258 -0.1 0.8 0.2
O -1.772 -0.508 1.943 0.6 -1.7 0.9
```
Positions in Å, forces in eV/Å.

Summary:
Kohn-Sham gap in eV: 9.415

---

Below is the molecule C6H12O, with properties calculated with ωB97M-V/def2-TZVPD.

```
19
Properties=species:S:1:pos:R:3:forces:R:3
C 1.943 0.551 -0.394 0.0 0.0 -0.1
C 1.068 -0.227 0.593 0.0 0.0 0.1
C -0.368 -0.386 0.118 0.1 0.0 0.0
C -0.583 -1.437 -0.954 0.0 0.0 -0.1
C -1.503 -0.198 1.101 -0.1 -0.1 0.1
C -1.235 0.849 0.073 -0.2 -0.2 -0.1
O -0.754 2.061 0.583 0.1 0.2 -0.2
H 1.624 1.597 -0.450 0.1 -0.2 0.0
H 1.891 0.132 -1.405 0.0 0.0 0.2
H 2.993 0.550 -0.085 -0.1 0.0 0.0
H 1.086 0.281 1.563 0.0 -0.1 -0.1
H 1.498 -1.225 0.753 -0.1 0.1 0.0
H -0.036 -1.208 -1.877 0.0 0.0 0.1
H -0.245 -2.418 -0.598 -0.1 0.1 0.0
H -1.644 -1.531 -1.210 0.2 0.1 0.0
H -1.257 0.077 2.123 0.0 0.0 -0.2
H -2.391 -0.816 0.993 0.2 0.1 0.0
H -1.932 0.949 -0.762 0.1 0.0 0.2
H -0.228 2.485 -0.107 -0.1 0.0 0.1
```
Positions in Å, forces in eV/Å.

Summary:
Kohn-Sham gap in eV: 10.321

---

Below is the molecule C6H12O, with properties calculated with ωB97M-V/def2-TZVPD.

```
19
Properties=species:S:1:pos:R:3:forces:R:3
C -2.338 0.525 0.151 0.0 -0.1 -0.1
C -1.084 -0.288 0.427 -0.1 -0.4 -0.2
C -0.556 -1.051 -0.785 0.1 -0.1 -0.2
O 0.764 -1.413 -0.427 0.0 -0.5 -0.4
C 1.341 -0.373 0.335 0.4 0.4 0.3
C 2.387 0.384 -0.492 0.0 0.0 0.0
C 0.155 0.495 0.825 0.5 0.3 0.2
H -3.194 -0.158 0.090 0.0 0.3 0.0
H -2.248 1.029 -0.823 0.0 0.0 0.3
H -2.521 1.274 0.937 0.0 -0.3 -0.3
H -1.275 -1.052 1.188 -0.1 0.2 0.1
H -1.077 -1.982 -1.036 -0.1 0.3 0.1
H -0.542 -0.409 -1.682 -0.1 0.0 0.1
H 1.849 -0.853 1.179 -0.1 0.0 0.0
H 3.062 -0.318 -1.002 -0.2 0.1 0.2
H 3.004 1.041 0.141 -0.3 -0.1 -0.1
H 1.899 0.997 -1.261 0.1 -0.1 0.1
H 0.182 1.473 0.334 -0.1 0.0 -0.1
H 0.193 0.679 1.903 0.0 0.0 -0.1
```
Positions in Å, forces in eV/Å.

Summary:
Kohn-Sham gap in eV: 10.596

---

Below is a cluster of 2 separate species, C6H12O in total in a non-equilibrium geometry, with properties calculated with ωB97M-V/def2-TZVPD.

```
19
Properties=species:S:1:pos:R:3:forces:R:3
C -0.116 -2.702 -0.833 -0.1 -1.0 0.1
C 0.916 -1.573 -0.971 -0.1 -0.2 0.5
C 0.309 -0.225 -0.695 0.2 1.3 -0.6
C -0.155 0.564 -1.658 -0.4 0.3 -1.1
C 0.498 1.443 1.227 0.3 -0.7 -0.8
C 0.339 0.229 0.705 -0.8 -1.1 0.6
H 0.244 -3.453 -0.125 -0.2 0.1 0.1
H -0.286 -3.274 -1.741 0.2 0.2 -0.4
H -1.128 -2.412 -0.547 0.2 0.4 0.3
H 1.417 -1.625 -1.935 -0.2 0.2 -0.1
H 1.692 -1.752 -0.224 0.1 0.1 0.0
H -0.724 1.482 -1.558 0.2 0.1 0.8
H -0.056 0.371 -2.723 0.1 -0.7 0.1
H 0.658 1.518 2.290 -0.3 0.4 0.1
H 0.593 2.282 0.549 0.3 0.2 0.3
H 0.169 -0.617 1.377 0.4 0.2 0.3
H -1.418 3.246 3.083 0.0 -0.1 -0.2
H -1.299 2.926 1.573 -0.1 0.2 0.4
O -1.651 3.572 2.206 0.0 -0.1 -0.1
```
Positions in Å, forces in eV/Å.

Summary:
Kohn-Sham gap in eV: 10.000

---

Below is a cluster of 2 separate species, C6H12O in total in a non-equilibrium geometry, with properties calculated with ωB97M-V/def2-TZVPD.

```
19
Properties=species:S:1:pos:R:3:forces:R:3
C -2.280 0.048 0.920 -0.1 0.0 0.1
C -1.248 0.835 0.092 0.0 0.0 -0.1
C -0.583 -0.123 -0.848 -0.3 -0.2 -0.1
C 1.665 0.726 -0.984 0.2 0.2 0.0
C 0.719 -0.433 -0.917 -0.6 0.9 -1.7
C 1.535 -1.124 0.970 0.6 -0.6 1.4
O 2.697 -0.782 0.820 -0.1 -0.6 0.8
H -3.023 -0.432 0.272 0.1 0.1 0.1
H -2.810 0.713 1.607 0.1 -0.1 -0.1
H -1.795 -0.739 1.511 -0.1 0.1 -0.1
H -0.533 1.315 0.772 -0.1 -0.1 -0.3
H -1.769 1.624 -0.460 0.0 0.0 0.0
H -1.223 -0.593 -1.583 -0.6 -0.8 0.6
H 1.783 0.922 -2.064 0.3 0.0 0.5
H 1.242 1.629 -0.530 0.1 -0.1 0.0
H 1.014 -1.301 -1.507 -0.1 0.2 -0.1
H 0.824 -0.539 1.584 0.1 0.1 -0.2
H 1.222 -2.165 0.803 -0.1 0.0 -0.3
H 2.563 0.420 -0.458 0.5 0.7 -0.6
```
Positions in Å, forces in eV/Å.

Summary:
Kohn-Sham gap in eV: 9.120

---

Below is the molecule C6H12O, with properties calculated with ωB97M-V/def2-TZVPD.

```
19
Properties=species:S:1:pos:R:3:forces:R:3
C -0.872 -1.617 -0.687 0.1 0.0 0.0
C -0.631 -0.114 -0.520 -0.1 0.1 0.0
C -1.067 0.473 0.824 0.0 0.2 0.0
C -0.395 1.832 0.797 0.1 0.2 -0.1
O 0.833 1.678 0.047 -0.3 -0.2 0.3
C 0.845 0.397 -0.609 -0.3 -0.4 -0.1
C 1.879 -0.528 0.036 -0.1 0.0 0.1
H -1.944 -1.860 -0.707 0.2 0.2 0.0
H -0.442 -1.985 -1.626 0.0 0.0 0.1
H -0.426 -2.192 0.133 0.0 0.1 -0.1
H -1.182 0.417 -1.311 0.1 -0.1 0.1
H -0.723 -0.161 1.655 0.0 0.2 -0.2
H -2.132 0.672 0.960 -0.1 -0.5 -0.2
H -0.254 2.224 1.821 0.5 -0.1 -0.6
H -1.031 2.549 0.251 0.1 -0.1 0.2
H 1.109 0.528 -1.675 0.0 0.2 0.4
H 1.635 -0.714 1.086 0.0 0.0 -0.1
H 1.908 -1.491 -0.485 0.0 0.1 0.0
H 2.889 -0.106 0.010 -0.2 0.1 -0.1
```
Positions in Å, forces in eV/Å.

Summary:
Kohn-Sham gap in eV: 10.616

---

Below is the molecule C6H12O in a non-equilibrium geometry, with properties calculated with ωB97M-V/def2-TZVPD.

```
19
Properties=species:S:1:pos:R:3:forces:R:3
C -1.836 1.852 0.256 0.2 -0.2 0.1
C -1.349 0.439 0.394 -0.8 0.2 -0.7
C 0.019 -2.454 -0.181 0.3 -0.6 -0.5
O 0.696 -1.460 -0.848 -0.3 -0.4 -0.2
C 1.129 -0.492 -0.005 0.0 1.0 0.4
C 1.726 0.649 -0.800 0.1 0.0 -0.1
C -0.156 -0.010 0.906 1.1 -0.7 0.0
H -2.121 1.948 -0.798 0.0 0.2 0.1
H -1.058 2.595 0.465 -0.1 -0.2 0.1
H -2.731 2.094 0.847 0.2 -0.1 0.0
H -1.951 -0.317 -0.106 0.0 0.1 -0.1
H 0.660 -3.059 0.471 0.0 0.2 0.2
H -0.431 -3.094 -0.961 -0.4 0.4 0.7
H 1.840 -0.884 0.736 -0.1 0.0 0.0
H 2.603 0.283 -1.342 -0.1 0.1 0.0
H 2.040 1.469 -0.149 -0.1 -0.1 0.0
H 1.001 1.029 -1.527 0.1 -0.1 0.1
H 0.304 0.697 1.613 -0.1 -0.3 0.2
H -0.388 -1.286 1.030 0.0 0.5 -0.1
```
Positions in Å, forces in eV/Å.

Summary:
Kohn-Sham gap (alpha / beta) in eV: 7.243 / 8.042

---

Below is the molecule C6H12O in a non-equilibrium geometry, with properties calculated with ωB97M-V/def2-TZVPD.

```
19
Properties=species:S:1:pos:R:3:forces:R:3
C 1.700 -0.064 -1.324 0.1 0.9 -0.2
C 1.131 -0.044 0.063 0.0 1.3 0.5
O 1.047 1.503 0.288 -0.1 -1.3 1.1
C -0.366 1.428 0.116 -0.6 0.0 0.3
C -0.390 -0.094 0.279 -0.3 -0.1 0.1
C -0.674 -0.477 1.724 -0.1 0.0 0.1
C -1.268 -0.860 -0.694 0.0 0.0 0.0
H 1.696 1.051 -1.196 1.2 -0.6 -2.4
H 2.701 -0.490 -1.444 -0.3 0.1 0.1
H 1.031 -0.356 -2.139 0.1 -0.1 0.3
H 1.765 -0.497 0.835 -0.2 0.1 -0.1
H -0.731 1.781 -0.865 0.3 -0.1 0.1
H -0.885 1.983 0.899 -0.1 0.1 0.0
H -0.042 0.107 2.403 -0.1 -0.1 -0.1
H -0.468 -1.539 1.895 -0.1 0.1 0.0
H -1.722 -0.278 1.967 0.1 -0.1 0.1
H -1.118 -1.942 -0.601 0.0 0.1 0.0
H -1.086 -0.571 -1.735 0.0 -0.1 0.2
H -2.320 -0.640 -0.473 0.1 -0.1 0.0
```
Positions in Å, forces in eV/Å.

Summary:
Kohn-Sham gap in eV: 10.555

---

Below is the molecule C6H12O, with properties calculated with ωB97M-V/def2-TZVPD.

```
19
Properties=species:S:1:pos:R:3:forces:R:3
C -0.168 1.759 -1.550 0.0 0.1 0.0
C -0.226 0.287 -1.139 0.0 0.1 0.0
C 1.088 -0.171 -0.489 0.0 0.0 0.1
C 0.699 -1.393 0.315 0.1 0.0 -0.1
O -0.568 -1.051 0.925 -0.1 0.1 0.0
C -1.335 0.102 -0.085 0.1 -0.3 -0.2
C -0.454 -0.433 2.213 0.0 0.0 0.2
H 0.602 1.947 -2.309 -0.1 0.0 0.1
H -1.133 2.084 -1.953 0.1 0.0 0.0
H 0.037 2.373 -0.666 0.0 -0.1 -0.1
H -0.369 -0.321 -2.052 0.0 0.1 0.2
H 1.481 0.610 0.175 -0.1 -0.1 -0.1
H 1.865 -0.403 -1.225 -0.1 0.0 0.1
H 1.405 -1.686 1.099 -0.1 0.1 -0.1
H 0.490 -2.253 -0.327 0.0 0.1 0.1
H -2.079 -0.605 -0.492 0.1 0.1 0.1
H 0.089 -1.111 2.880 -0.1 0.1 -0.1
H 0.048 0.534 2.121 0.0 -0.1 0.0
H -1.472 -0.270 2.557 0.2 0.0 0.0
```
Positions in Å, forces in eV/Å.

Summary:
Kohn-Sham gap in eV: 7.997

---

Below is a cluster of 2 separate species, C6H12O in total, with properties calculated with ωB97M-V/def2-TZVPD.

```
19
Properties=species:S:1:pos:R:3:forces:R:3
C -0.631 -1.574 -0.678 0.1 -0.1 0.0
C -0.178 -0.170 -1.113 0.1 0.1 -0.2
C -1.710 0.848 1.332 0.0 0.2 0.1
C -0.944 1.931 1.369 -0.2 -0.1 0.1
O 1.196 1.585 -0.245 0.1 -0.5 -0.2
C 1.057 0.398 -0.451 0.1 0.2 0.0
C 2.179 -0.583 -0.196 0.1 0.0 0.1
H -1.712 -1.696 -0.805 0.2 0.1 0.0
H -0.145 -2.345 -1.282 0.0 0.0 0.1
H -0.410 -1.794 0.373 0.0 0.2 -0.2
H -0.982 0.563 -1.075 0.2 -0.1 0.0
H -1.567 0.016 2.017 -0.1 0.2 0.0
H -2.489 0.727 0.582 0.1 0.0 0.2
H -0.138 2.044 2.088 -0.2 0.0 -0.1
H -1.043 2.733 0.642 -0.1 -0.1 0.2
H 0.167 -0.192 -2.155 -0.3 -0.2 -0.1
H 1.960 -1.202 0.681 0.0 0.1 -0.1
H 2.290 -1.259 -1.052 0.0 0.1 0.1
H 3.102 -0.028 -0.031 -0.1 -0.1 0.0
```
Positions in Å, forces in eV/Å.

Summary:
Kohn-Sham gap in eV: 10.293

---

| no. | electronic energy (eV) |
| --- | --- |
| 1 | -8460.839 |
| 2 | -8461.778 |
| 3 | -8463.237 |
| 4 | -8462.376 |
| 5 | -8463.249 |
| 6 | -8463.944 |
| 7 | -8462.456 |
| 8 | -8461.078 |
| 9 | -8463.871 |
| 10 | -8459.165 |
| 11 | -8462.166 |
| 12 | -8460.005 |
| 13 | -8462.890 |